[1]
This record from the OMol25 dataset describes 18 unconnected molecules or ions with the total composition C98H222N10O18. The level of theory is wB97M-V/def2-TZVPD.

CARTESIAN COORDINATES (ANGSTROEM)
C: -3.378835 -4.685543 -2.172635
O: -3.618084 -3.361855 -1.667180
H: -3.590007 -5.361200 -1.313801
H: -4.077408 -4.880691 -3.028660
H: -2.323771 -4.792900 -2.548884
H: -3.359291 -3.443415 -0.759441
C: 2.528718 -0.176510 -6.958935
O: 2.534842 -0.275794 -5.526811
H: 3.064442 0.699588 -7.279323
H: 2.997409 -1.103522 -7.307189
H: 1.481329 -0.093900 -7.260287
H: 1.792363 0.276404 -5.270443
C: 3.643001 -3.174279 -1.282800
O: 3.416062 -3.740120 -2.520402
H: 3.997637 -2.133364 -1.403670
H: 2.656172 -3.041111 -0.748282
H: 4.314873 -3.742760 -0.593097
H: 3.682436 -3.144407 -3.225182
C: -2.850807 -4.932980 1.795600
O: -3.447209 -3.872773 1.035085
H: -2.234331 -5.556671 1.095159
H: -2.123664 -4.555650 2.536998
H: -3.631789 -5.581432 2.281479
H: -4.139875 -3.404212 1.564890
C: 5.318311 -1.822429 -5.185795
O: 4.441914 -1.921835 -4.090379
H: 5.939423 -2.703726 -5.064832
H: 4.845360 -1.761660 -6.149981
H: 5.902869 -0.862430 -5.068713
H: 3.647747 -1.406431 -4.313447
C: -0.083728 2.849487 -4.929328
O: 0.071924 1.487478 -5.236994
H: -0.044724 3.543168 -5.758147
H: -1.027290 3.131853 -4.401353
H: 0.748886 3.056831 -4.292009
H: -0.667309 1.035693 -5.641404
C: -6.047482 -1.964025 3.388969
O: -5.122894 -3.063802 3.214139
H: -6.083632 -1.311987 2.498580
H: -7.017627 -2.311433 3.677571
H: -5.606990 -1.365815 4.200809
H: -4.698438 -3.185798 4.066408
C: 6.001123 -0.273157 -1.199196
O: 5.578408 1.096072 -1.192019
H: 5.369834 -0.854450 -0.483972
H: 5.721068 -0.633511 -2.178188
H: 7.088874 -0.412356 -0.958703
H: 5.558955 1.491602 -2.114735
C: 7.173395 -0.417033 2.439055
C: 6.145032 -1.022145 3.374676
C: 4.745669 -0.545554 2.953694
C: 3.644887 -1.466481 3.468690
C: 3.876825 -2.955468 3.054460
C: 5.251831 -3.386232 3.613670
N: 6.284332 -2.466879 3.173345
O: 7.574157 -2.850843 3.782227
C: 5.148697 -3.669370 5.117360
C: 5.556149 -4.700586 2.954854
C: 6.386816 -0.626258 4.819484
H: 6.901370 -0.618476 1.402735
H: 8.144824 -0.894229 2.574317
H: 7.236005 0.635838 2.611010
H: 4.559319 0.463369 3.346278
H: 4.743232 -0.512578 1.829851
H: 2.768593 -1.027661 3.043010
H: 3.570448 -1.226921 4.556286
H: 3.905873 -3.023306 1.958268
H: 3.174262 -3.645411 3.508828
H: 4.524342 -4.534434 5.289301
H: 6.104497 -3.874050 5.571132
H: 4.717757 -2.864514 5.698589
H: 5.639712 -4.579982 1.865926
H: 6.524133 -5.171645 3.276095
H: 4.846050 -5.541479 3.091254
H: 7.319537 -1.042400 5.130660
H: 5.642254 -1.035885 5.522320
H: 6.418315 0.475736 4.968642
H: 8.050784 -3.061074 2.968396
C: 2.217436 1.804970 5.245899
C: 2.964453 3.042110 4.711884
C: 4.182369 3.301854 5.606460
C: 5.198781 4.222473 5.009236
C: 5.642096 3.780260 3.645410
C: 4.415837 3.591424 2.685868
N: 3.410551 2.676145 3.316373
O: 2.261015 2.645723 2.485536
C: 3.852247 5.039598 2.370205
C: 4.857471 3.038451 1.365816
C: 2.027139 4.259297 4.807341
H: 1.222768 1.746401 4.930849
H: 2.229518 1.705390 6.318021
H: 2.738478 0.920192 4.859874
H: 3.783348 3.615359 6.577851
H: 4.761422 2.418511 5.783776
H: 6.029906 4.199767 5.747006
H: 4.844686 5.222476 4.898895
H: 6.277555 2.899835 3.720811
H: 6.323817 4.477759 3.155856
H: 3.670053 5.550340 3.312403
H: 4.658868 5.565740 1.812606
H: 2.982508 4.989063 1.790422
H: 5.834351 3.389400 1.126407
H: 4.947897 1.960288 1.370704
H: 4.135270 3.282767 0.592891
H: 1.334966 4.178625 5.600206
H: 1.470863 4.339771 3.876070
H: 2.457953 5.237567 4.988290
H: 2.479529 2.003488 1.821424
C: 4.763968 5.253401 -3.888688
C: 4.727334 3.740057 -3.798460
C: 4.726269 3.152089 -5.241009
C: 6.053880 3.171141 -5.874809
C: 7.127574 2.535199 -5.011891
C: 7.165590 3.119196 -3.613814
N: 5.821625 3.080699 -3.058881
O: 5.878611 3.750924 -1.782222
C: 8.021438 2.273703 -2.698209
C: 7.828835 4.526265 -3.557563
C: 3.420961 3.366582 -3.045784
H: 5.395373 5.671930 -4.695754
H: 5.157245 5.752778 -2.970840
H: 3.729734 5.538177 -4.061639
H: 4.377519 2.102895 -5.057354
H: 3.975883 3.694127 -5.802473
H: 6.293092 4.227976 -6.153713
H: 5.956405 2.667920 -6.855629
H: 8.140389 2.516234 -5.429664
H: 6.925406 1.483089 -4.900922
H: 7.598414 1.305313 -2.523085
H: 8.917149 2.157899 -3.258101
H: 8.166090 2.785753 -1.790465
H: 7.612211 4.961107 -2.574665
H: 8.891939 4.424181 -3.656683
H: 7.514422 5.247084 -4.355596
H: 3.424005 3.659758 -2.028994
H: 3.263525 2.294821 -3.042962
H: 2.570875 3.900061 -3.476237
H: 5.820031 3.024554 -1.160879
C: -2.381532 -2.469333 -7.925105
C: -3.429225 -1.421321 -7.698681
C: -4.763172 -2.098233 -7.352053
C: -4.793076 -2.710946 -5.976402
C: -4.465179 -1.656485 -4.973623
C: -3.188691 -0.873582 -5.177960
N: -3.229116 -0.404804 -6.604573
O: -1.909012 0.257478 -6.846067
C: -3.091394 0.379678 -4.244623
C: -1.944353 -1.751025 -4.851544
C: -3.572447 -0.680342 -8.982354
H: -2.601265 -3.380762 -7.325133
H: -1.372460 -2.212846 -7.545832
H: -2.250618 -2.739791 -8.970669
H: -5.535695 -1.342399 -7.404096
H: -4.934302 -2.805551 -8.156305
H: -4.106266 -3.565888 -5.851470
H: -5.778537 -3.051886 -5.737820
H: -4.489378 -2.074819 -3.986848
H: -5.337192 -0.965911 -4.968060
H: -2.067543 0.824319 -4.274369
H: -3.831540 1.139335 -4.525728
H: -3.203376 0.071067 -3.194035
H: -2.005915 -1.994472 -3.786542
H: -1.881379 -2.677081 -5.466389
H: -1.019728 -1.166139 -4.993739
H: -2.615600 -0.466386 -9.444011
H: -4.152895 0.258334 -8.904384
H: -4.074026 -1.292863 -9.744213
H: -2.149542 1.126358 -7.205505
C: 2.234986 -0.006473 -1.992453
C: 1.032090 0.184526 -1.021002
C: -0.183216 -0.224562 -1.841018
C: -1.462696 -0.376202 -0.999291
C: -1.213650 -1.392178 0.073802
C: -0.012567 -1.118234 0.958068
N: 1.169345 -0.832694 0.092651
O: 2.325881 -0.545800 0.875452
C: -0.255774 -0.022661 2.050240
C: 0.293943 -2.428311 1.662568
C: 0.977789 1.659153 -0.670683
H: 3.161463 0.349875 -1.495758
H: 2.014305 0.457870 -2.944616
H: 2.373461 -1.085648 -2.222157
H: -0.224942 0.523149 -2.656101
H: 0.083829 -1.234312 -2.242724
H: -2.258374 -0.710950 -1.730371
H: -1.863930 0.566265 -0.550993
H: -1.011003 -2.363961 -0.352857
H: -2.063457 -1.430214 0.773038
H: 0.699205 0.268784 2.550721
H: -0.615905 0.916411 1.569417
H: -1.017132 -0.343901 2.712732
H: -0.526938 -2.896306 2.113687
H: 0.644072 -3.172844 0.898622
H: 1.021135 -2.319718 2.468543
H: 0.199933 1.866455 0.039489
H: 0.756778 2.205773 -1.562762
H: 1.939871 1.947563 -0.301025
H: 2.937046 -1.294715 0.618260
C: -8.055494 -4.004847 -1.460111
C: -8.152597 -2.429526 -1.588191
C: -9.119008 -2.027683 -0.481148
C: -9.125777 -0.532933 -0.235361
C: -7.728502 -0.021851 0.090674
C: -6.715271 -0.343956 -0.998002
N: -6.808766 -1.847232 -1.264304
O: -5.933981 -2.164232 -2.293105
C: -6.930211 0.444357 -2.309426
C: -5.321358 -0.049997 -0.489447
C: -8.720816 -2.042991 -2.987756
H: -8.996784 -4.561448 -1.610371
H: -7.659055 -4.273949 -0.449174
H: -7.338150 -4.396986 -2.155921
H: -10.131537 -2.301350 -0.774518
H: -8.821028 -2.454901 0.476192
H: -9.745645 -0.185534 0.578339
H: -9.603786 -0.069549 -1.081788
H: -7.431267 -0.510755 0.995672
H: -7.647989 1.080041 0.279953
H: -6.660292 -0.004695 -3.253809
H: -7.989835 0.797529 -2.358016
H: -6.314996 1.345919 -2.242087
H: -4.606475 -0.303183 -1.286205
H: -5.173571 0.980433 -0.163774
H: -5.090579 -0.675185 0.375172
H: -9.526463 -2.754365 -3.237218
H: -7.950838 -2.137532 -3.752541
H: -9.118315 -1.004076 -2.997352
H: -5.179670 -2.694624 -1.884502
C: -3.710076 5.492294 -4.566087
C: -3.604731 5.232178 -3.085523
C: -3.837153 3.784141 -2.747776
C: -3.372232 3.384772 -1.320850
C: -1.983253 3.825991 -1.026681
C: -1.710910 5.323008 -1.273366
N: -2.132573 5.620466 -2.692547
O: -1.948509 7.052097 -2.824003
C: -2.322637 6.180423 -0.175078
C: -0.196451 5.517536 -1.203963
C: -4.628263 6.091394 -2.324483
H: -4.618183 5.056007 -4.926845
H: -3.589412 6.556973 -4.728051
H: -2.871690 4.982522 -5.037468
H: -4.979264 3.657274 -2.810858
H: -3.373589 3.130706 -3.515536
H: -4.094218 3.664282 -0.595597
H: -3.499843 2.297388 -1.259596
H: -1.328001 3.225659 -1.738553
H: -1.558830 3.546246 -0.059087
H: -2.684804 7.164559 -0.493001
H: -1.510479 6.374163 0.553397
H: -3.123034 5.663786 0.365091
H: 0.027098 6.617551 -1.301847
H: 0.264523 4.946679 -2.026247
H: 0.154299 5.161115 -0.233792
H: -4.444878 7.135900 -2.315580
H: -5.543172 5.954305 -2.881236
H: -4.764614 5.723248 -1.335256
H: -1.470977 7.152974 -3.668425
C: -2.875499 -3.563717 6.024249
C: -1.926639 -2.907247 7.098045
C: -0.437343 -3.124744 6.679924
C: -0.045632 -2.249814 5.503327
C: -0.273600 -0.836712 5.927281
C: -1.778245 -0.501194 6.256303
N: -2.200459 -1.489857 7.320311
O: -3.593969 -1.358195 7.674589
C: -1.736414 0.852609 6.873418
C: -2.706271 -0.461681 5.034899
C: -2.036420 -3.695083 8.389066
H: -2.646825 -3.164894 5.043232
H: -3.972758 -3.495224 6.298614
H: -2.587268 -4.609767 6.004699
H: 0.323734 -2.945078 7.453892
H: -0.328224 -4.164464 6.401064
H: -0.501296 -2.455887 4.548592
H: 1.050751 -2.422357 5.399988
H: 0.063064 -0.188891 5.120904
H: 0.308684 -0.678093 6.835904
H: -2.651198 1.025900 7.422908
H: -0.803558 1.104521 7.416840
H: -1.858688 1.666945 6.122396
H: -2.653482 -1.353386 4.398633
H: -3.764849 -0.308982 5.337705
H: -2.403155 0.368343 4.392631
H: -1.161990 -3.529790 8.935955
H: -2.002604 -4.761931 8.197003
H: -2.876319 -3.517182 8.978747
H: -3.572441 -1.036276 8.554183
C: 0.873962 -8.105172 -1.467064
C: 1.330414 -6.874441 -0.714068
C: 1.278140 -7.155727 0.808720
C: 2.376834 -8.099953 1.301346
C: 3.735256 -7.526911 1.090325
C: 3.985061 -7.255734 -0.436798
N: 2.725879 -6.479410 -0.968806
O: 2.947069 -6.556456 -2.387152
C: 5.199367 -6.399704 -0.662727
C: 4.206251 -8.583997 -1.158462
C: 0.357632 -5.776635 -1.077827
H: 1.298993 -9.088132 -1.116876
H: 1.295683 -8.118219 -2.474465
H: -0.199611 -8.219725 -1.581958
H: 1.282579 -6.176674 1.349838
H: 0.327734 -7.608837 1.090197
H: 2.349907 -9.035333 0.750685
H: 2.187463 -8.269887 2.341841
H: 4.589826 -8.105078 1.490492
H: 3.811610 -6.583326 1.644993
H: 5.217524 -5.586973 0.030624
H: 6.152959 -6.924846 -0.478483
H: 5.113992 -5.964857 -1.677827
H: 4.573149 -8.462572 -2.184085
H: 4.951066 -9.129541 -0.621607
H: 3.264170 -9.224349 -1.172349
H: 0.255948 -5.676769 -2.181130
H: 0.677468 -4.854753 -0.610952
H: -0.619466 -6.020068 -0.709566
H: 3.134261 -5.595493 -2.636581
C: -3.390842 5.953985 5.286602
C: -3.182868 5.914803 3.731697
C: -1.993849 5.009645 3.426903
C: -2.250832 3.550191 3.800335
C: -3.386705 3.101894 2.964965
C: -4.675071 3.984514 3.170706
N: -4.292683 5.384557 2.959847
O: -5.433047 6.220976 3.030012
C: -5.642825 3.592650 2.039815
C: -5.374510 3.636424 4.533485
C: -2.813059 7.324365 3.202747
H: -4.342894 6.384411 5.617025
H: -2.682525 6.714559 5.635236
H: -3.243600 4.969496 5.724765
H: -1.782794 5.004182 2.334730
H: -1.144012 5.311344 4.002786
H: -2.412812 3.429034 4.898758
H: -1.374089 2.975745 3.649887
H: -3.720514 2.076440 3.152518
H: -3.137314 3.149430 1.869726
H: -5.933315 2.556517 2.204779
H: -6.549855 4.124390 2.098081
H: -5.188710 3.720733 1.064329
H: -6.232104 2.988992 4.404728
H: -4.656299 3.149708 5.194210
H: -5.707046 4.532683 5.061439
H: -2.778152 7.336030 2.132520
H: -1.838753 7.609052 3.605735
H: -3.494591 8.130172 3.524403
H: -5.530556 6.592152 2.141981

Atoms 1-6, force components in eV/Å:
-0.1 -0.1 -0.3
0.1 -0.3 -1.5
0.3 -0.1 -0.9
0.6 0.1 0.8
-0.9 0.0 0.5
0.2 0.3 1.5

## Properties
HOMO level = -8.100 eV
E_tot = -5768.5090 a.u.
orbital gap = 8.5 eV
LUMO energy = 0.0143 hartree
charge = 0


[2]
This record from the OMol25 dataset describes 2 unconnected molecules or ions with the total composition CHClS2. The level of theory is wB97M-V/def2-TZVPD.

CARTESIAN COORDINATES (ANGSTROEM)
C: -1.469263 -0.355302 0.067653
S: -0.924937 -1.770921 0.388125
S: -2.082026 1.048897 -0.183498
Cl: 1.349103 1.151595 -0.234812
H: 1.964481 1.348768 0.781065

Force components x, y, z for each atom (eV/Å):
-0.4 0.0 0.2
0.0 0.1 -0.1
0.1 -0.3 -0.1
-1.2 -0.4 -2.5
1.5 0.5 2.5

## Properties
HOMO level = -9.590 eV
E_tot = -1295.2629 a.u.
orbital gap = 9.6 eV
LUMO energy = -0.0001 hartree
charge = 0